Formula: C4H5Cl
Source: the Open Molecules 2025 dataset
Level of theory: wB97M-V/def2-TZVPD

## Properties
energy	-615.480648	Eh
E_HOMO	-8.607	eV
SMILES	Cl[C@]12C[C@@H]1C2
2S+1	1
total charge	0
ΔE to the lowest compared entry with this formula, charge and spin	2.042	eV

CARTESIAN COORDINATES (ANGSTROEM)
Cl  -2.4943  0.0734  -0.0073
C  -0.7853  -0.0470  0.2179
C  0.3844  1.1299  0.1519
C  0.3899  0.0115  -0.8029
C  0.1625  -1.1589  0.2004
H  0.1222  2.1654  -0.0210
H  0.7083  0.1143  -1.8653
H  -0.0971  -2.1791  -0.0063
H  0.6991  -1.0428  1.0699
H  0.9104  0.9331  1.0628

---

Formula: C7H13PS
Source: the Open Molecules 2025 dataset
Level of theory: wB97M-V/def2-TZVPD

## Properties
energy	-1014.002261	Eh
E_HOMO	-8.559	eV
SMILES	CCP1CC[C@@]2(C)S[C@@H]12
2S+1	1
total charge	0
ΔE to the lowest compared entry with this formula, charge and spin	1.446	eV

CARTESIAN COORDINATES (ANGSTROEM)
S  -1.5058  1.0829  2.1088
P  -1.0297  0.8771  -0.9755
C  -0.0847  0.2529  1.4798
C  0.0944  -0.4146  -1.6676
C  -1.3282  0.0536  0.6667
C  -0.8013  -1.2421  -2.6829
C  0.5118  -0.8057  2.4123
C  0.3259  1.8765  -0.2200
C  1.0657  0.9744  0.7602
H  -1.2199  -2.1382  -2.2695
H  -0.3671  2.5767  0.3478
H  1.3676  -1.3662  1.9829
H  -0.3254  -1.6532  -3.5572
H  0.9356  -0.3739  3.2559
H  1.1348  2.3529  -0.9162
H  1.7154  0.2791  0.2065
H  0.9839  0.1817  -1.9191
H  -0.2472  -1.4893  2.7282
H  -1.5431  -0.5390  -2.9593
H  1.7241  1.4749  1.5263
H  -1.8377  -0.8685  0.6245
H  0.4307  -1.0920  -0.9325

---

Formula: C21H14AgF3N6S3
Source: the Open Molecules 2025 dataset
Level of theory: wB97M-V/def2-TZVPD

## Properties
energy	-2778.358122	Eh
E_HOMO	-1.247	eV
2S+1	1
total charge	-2
ΔE to the lowest compared entry with this formula, charge and spin	0.559	eV

CARTESIAN COORDINATES (ANGSTROEM)
Ag  -0.2987  -0.8675  -1.3312
S  -1.2067  -2.7432  0.2322
S  1.9992  -2.2004  -0.8981
S  -2.7905  1.4373  2.1848
F  0.4625  5.0559  -8.8701
F  -1.6838  5.2665  -8.6969
F  -0.3857  6.4960  -7.4941
N  1.7384  2.0713  -0.8561
N  -2.2720  -1.0750  2.8669
N  0.0326  0.7231  0.8939
N  3.0659  -5.6394  -0.2333
N  -0.5392  -6.2491  1.0871
N  -0.5034  -0.0048  1.9492
C  0.3375  3.1376  -6.9069
C  0.0974  -3.9138  0.1755
C  -0.5326  5.2358  -7.9772
C  1.5892  3.8087  -2.4965
C  -0.6440  2.2794  -4.8538
C  0.5798  4.4257  -1.7788
C  0.7467  2.6548  -0.1880
C  -1.8142  0.0889  2.3180
C  -0.6680  1.3285  -3.8052
C  -1.5318  3.3734  -4.8720
C  0.0892  2.7701  2.2929
C  -0.5498  4.2068  -6.9032
C  -0.2397  -5.2158  0.6664
C  0.2343  1.9696  1.0299
C  2.2969  -4.7799  -0.2463
C  0.1547  3.8467  -0.5945
C  2.1368  2.6398  -1.9863
C  -0.6097  0.5104  -2.8939
C  0.2908  2.1911  -5.8994
C  1.3642  -3.6787  -0.2832
C  -1.4864  4.3166  -5.8766
H  -2.2525  3.4591  -4.0695
H  -1.9426  -1.9227  2.3924
H  1.0691  3.0457  -7.6990
H  -2.1796  5.1499  -5.8678
H  0.1125  5.3318  -2.1457
H  -0.6499  4.2807  -0.0152
H  -0.0068  2.1031  3.1468
H  0.9713  3.4058  2.4113
H  2.9260  2.1230  -2.5218
H  -0.2371  -0.9802  1.7819
H  -0.7978  3.4007  2.2705
H  -3.2658  -1.0518  3.0264
H  0.9834  1.3600  -5.8963
H  1.9302  4.2036  -3.4448